# C24H28Cl2MnN5O2S3

C24H28Cl2MnN5O2S3 as an isolated structure (ωB97M-V/def2-TZVPD, the Open Molecules 2025 dataset).

Atoms and positions in Å:
Mn 0.621 1.809 0.591
C 2.932 2.067 4.540
C 2.525 2.267 3.099
S 0.780 2.393 2.800
C 3.366 2.407 2.077
C 4.861 2.381 2.227
S 2.792 2.630 0.421
H 2.059 2.075 5.194
H 3.599 2.857 4.887
H 3.443 1.112 4.689
H 5.168 2.441 3.270
H 5.314 3.215 1.688
H 5.271 1.463 1.799
Cl 2.375 -3.100 -2.069
C 1.288 -4.148 -2.917
C 1.731 -5.397 -3.320
C 0.860 -6.236 -3.995
C -0.438 -5.830 -4.263
C -0.855 -4.574 -3.856
Cl -2.489 -4.101 -4.188
C -0.007 -3.698 -3.178
N -0.445 -2.423 -2.781
C -0.973 -2.218 -1.507
C -1.120 -3.257 -0.591
C -1.674 -3.023 0.659
C -2.109 -1.754 1.011
C -1.986 -0.728 0.081
C -1.427 -0.938 -1.169
C -1.305 0.182 -2.165
C 0.134 0.634 -2.209
O 0.920 0.203 -3.026
O 0.414 1.486 -1.267
H 2.747 -5.697 -3.106
H 1.195 -7.214 -4.315
H -1.129 -6.475 -4.786
H 0.047 -1.636 -3.193
H -0.787 -4.253 -0.857
H -1.774 -3.846 1.356
H -2.551 -1.567 1.980
H -2.339 0.269 0.326
H -1.935 1.014 -1.845
H -1.607 -0.135 -3.166
N 1.070 -2.760 2.369
C 0.754 -1.458 2.250
N 0.148 -0.869 3.283
S 1.131 -0.661 0.810
H 0.768 -3.305 3.158
H 1.386 -3.240 1.544
H 0.042 -1.346 4.162
H 0.061 0.148 3.254
C -2.301 5.547 -2.086
C -2.087 4.683 -0.890
C -2.811 4.534 0.276
C -2.139 3.548 1.020
N -1.071 3.130 0.349
N -1.062 3.823 -0.804
C -2.492 3.001 2.362
H -3.082 6.275 -1.880
H -2.607 4.956 -2.950
H -1.393 6.090 -2.350
H -3.709 5.060 0.550
H -0.346 3.603 -1.483
H -3.563 3.091 2.535
H -1.969 3.543 3.152
H -2.219 1.949 2.446

Values from the calculation:
HOMO-LUMO gap (spin up / spin down) ... 0.2119 / 0.2735 hartree
HOMO (spin up / spin down) ... -0.2516 / -0.2626 Eh
Spin multiplicity ... 5
⟨S²⟩ ... 6.22
Energy ... -125762.5442 eV